1.
Density functional theory data (the ωB97M-V functional and the def2-TZVPD basis) for the molecule CH2Cl2N2.

CARTESIAN COORDINATES (ANGSTROEM)
H (2.12, 0.85, -0.16)
N (1.16, 0.93, -0.18)
C (0.47, -0.20, -0.01)
N (-0.88, -0.15, 0.30)
Cl (-1.78, 1.39, 0.02)
Cl (-1.78, -1.62, -0.06)
H (0.69, -1.19, 0.08)

Its frontier orbital gap is 8.94 eV. As for the SMILES: [H]/N=C/N(Cl)Cl. As for the charge: 0. The spin multiplicity is 1. Its LUMO energy is -0.71 eV.



2.
Density functional theory data (the ωB97M-V functional and the def2-TZVPD basis) for the ion C9H13N2O with charge +1.

CARTESIAN COORDINATES (ANGSTROEM)
C (2.09, -0.52, -1.24)
N (2.09, -0.32, 0.18)
C (1.82, 1.14, 0.39)
C (0.37, 1.62, 0.25)
O (0.32, 2.77, -0.12)
N (-0.67, 0.81, 0.49)
C (-2.12, 1.08, 0.18)
C (-2.68, -0.35, -0.22)
C (-1.46, -1.11, -0.58)
C (-0.49, -0.58, 0.46)
C (0.10, -1.34, 1.70)
C (1.03, -0.99, 0.83)
H (1.21, -0.97, -1.61)
H (2.27, 0.42, -1.80)
H (2.90, -1.17, -1.50)
H (2.88, -0.76, 0.69)
H (2.29, 1.81, -0.29)
H (2.04, 1.45, 1.39)
H (-2.06, 1.72, -0.65)
H (-2.50, 1.49, 1.16)
H (-3.52, -0.25, -0.96)
H (-3.16, -0.80, 0.67)
H (-1.51, -2.22, -0.44)
H (-1.11, -1.02, -1.63)
H (-0.12, -1.93, 2.62)

Its frontier orbital gap is 9.28 eV. As for the SMILES: C[N@H+]1CC(=O)N2CCC[C@]23C=C13. As for the charge: +1. The spin multiplicity is 1. Its LUMO energy is -3.68 eV.



3.
Density functional theory data (the ωB97M-V functional and the def2-TZVPD basis) for the molecule C16H16N4O2.

CARTESIAN COORDINATES (ANGSTROEM)
C (-2.39, -2.91, 0.22)
C (-2.97, -1.54, 0.12)
N (-4.24, -1.44, 0.44)
C (-4.82, -0.26, 0.35)
N (-6.06, 0.10, 0.61)
C (-6.07, 1.41, 0.33)
N (-4.93, 1.91, -0.09)
N (-4.11, 0.86, -0.09)
C (-2.81, 0.80, -0.42)
C (-2.16, 2.07, -0.88)
C (-2.20, -0.43, -0.32)
C (-0.74, -0.58, -0.64)
C (0.12, -0.34, 0.61)
C (1.57, -0.68, 0.30)
O (1.95, -1.74, -0.10)
O (2.35, 0.39, 0.53)
C (3.72, 0.36, 0.30)
C (4.29, -0.26, -0.80)
C (5.66, -0.20, -0.98)
C (6.46, 0.48, -0.08)
C (5.88, 1.11, 1.02)
C (4.51, 1.05, 1.21)
H (-2.10, -3.28, -0.76)
H (-3.14, -3.58, 0.64)
H (-1.50, -2.92, 0.86)
H (-6.95, 2.01, 0.44)
H (-1.29, 2.30, -0.27)
H (-2.88, 2.88, -0.80)
H (-1.84, 1.98, -1.91)
H (-0.53, -1.59, -1.01)
H (-0.45, 0.13, -1.42)
H (-0.21, -1.00, 1.41)
H (0.05, 0.69, 0.95)
H (3.67, -0.79, -1.51)
H (6.10, -0.68, -1.84)
H (7.52, 0.53, -0.22)
H (6.50, 1.64, 1.73)
H (4.04, 1.53, 2.06)

Its frontier orbital gap is 9.64 eV. As for the SMILES: Cc1nc2ncnn2c(C)c1CCC(=O)Oc1ccccc1. As for the charge: 0. The spin multiplicity is 1. Its LUMO energy is 0.49 eV.



4.
Density functional theory data (the ωB97M-V functional and the def2-TZVPD basis) for a structure of composition C12H16BBa2Br8O8.

CARTESIAN COORDINATES (ANGSTROEM)
Ba (1.00, 5.75, -0.39)
Ba (4.45, -2.80, 4.85)
O (4.95, -1.14, 2.53)
C (3.91, -0.85, 1.97)
O (3.68, 0.07, 1.08)
B (2.23, 0.11, 0.78)
O (1.63, -0.87, 1.73)
C (2.58, -1.53, 2.31)
O (2.48, -2.47, 3.07)
O (1.93, -0.24, -0.61)
C (1.54, 0.85, -1.24)
O (1.38, 1.00, -2.41)
C (1.27, 1.94, -0.18)
O (1.65, 1.45, 0.98)
O (0.79, 3.03, -0.38)
Br (-1.67, -0.48, -4.31)
C (-0.42, -1.25, -3.03)
C (0.81, -1.74, -3.77)
Br (1.95, -2.84, -2.62)
H (-0.86, -2.04, -2.40)
H (-0.09, -0.57, -2.24)
H (1.44, -0.89, -4.03)
H (0.58, -2.28, -4.67)
Br (0.81, -4.54, 0.93)
C (-0.93, -3.77, 0.38)
C (-1.17, -2.53, 1.18)
Br (-2.79, -1.66, 0.46)
H (-1.62, -4.58, 0.54)
H (-0.86, -3.55, -0.68)
H (-0.38, -1.79, 1.20)
H (-1.47, -2.76, 2.20)
Br (-3.37, 1.30, -1.54)
C (-1.93, 2.43, -2.14)
C (-2.27, 3.73, -2.81)
Br (-0.64, 4.65, -3.36)
H (-1.28, 1.78, -2.72)
H (-1.35, 2.65, -1.24)
H (-2.94, 4.29, -2.14)
H (-2.87, 3.71, -3.72)
Br (-1.69, 2.77, 1.78)
C (-2.13, 1.17, 2.81)
C (-0.97, 0.91, 3.74)
Br (-1.20, -0.69, 4.85)
H (-2.33, 0.37, 2.11)
H (-2.99, 1.43, 3.42)
H (-0.82, 1.72, 4.45)
H (-0.02, 0.77, 3.23)

Its frontier orbital gap is 6.09 eV. As for the charge: +3. The spin multiplicity is 1. Its LUMO energy is -9.13 eV.



5.
Density functional theory data (the ωB97M-V functional and the def2-TZVPD basis) for a cluster of 4 separate species, C2H12O3S in total.

CARTESIAN COORDINATES (ANGSTROEM)
C (1.87, 0.18, 1.86)
S (0.04, -0.08, 1.01)
C (0.92, -1.70, -0.02)
H (1.99, -0.78, 2.34)
H (2.59, 0.46, 1.09)
H (1.70, 0.97, 2.60)
H (0.25, -1.79, -0.87)
H (0.86, -2.60, 0.61)
H (1.96, -1.49, -0.22)
O (-1.95, -2.14, -0.49)
H (-2.37, -1.80, -1.29)
H (-1.38, -1.38, -0.25)
O (-1.31, 3.15, -0.16)
H (-0.62, 2.59, 0.21)
H (-0.86, 3.86, -0.65)
O (-1.01, 0.63, -2.18)
H (-1.74, 1.24, -2.40)
H (-0.95, 0.69, -1.19)

Its frontier orbital gap is 9.67 eV. As for the SMILES: CSC.O.O.O. As for the charge: 0. The spin multiplicity is 1. Its LUMO energy is 0.24 eV.



6.
Density functional theory data (the ωB97M-V functional and the def2-TZVPD basis) for the molecule C14H33NOSSi.

CARTESIAN COORDINATES (ANGSTROEM)
C (2.42, 2.03, 2.03)
O (3.44, 2.27, 1.10)
C (3.14, 1.99, -0.26)
C (4.05, 0.90, -0.85)
C (3.38, -0.45, -1.08)
C (3.08, -1.23, 0.19)
C (2.44, -2.59, -0.05)
C (0.96, -2.51, -0.43)
C (-0.02, -2.67, 0.74)
C (-1.34, -3.34, 0.35)
C (-2.15, -2.59, -0.71)
C (-3.07, -1.53, -0.10)
C (-3.61, -0.47, -1.08)
C (-3.89, 0.89, -0.43)
Si (-2.41, 1.81, 0.25)
S (-0.60, 1.40, -0.85)
C (-2.75, 3.66, 0.29)
N (-1.57, 4.46, 0.63)
H (1.79, 1.18, 1.74)
H (1.77, 2.91, 2.15)
H (2.89, 1.80, 2.99)
H (2.09, 1.70, -0.35)
H (3.27, 2.92, -0.82)
H (4.49, 1.25, -1.78)
H (4.88, 0.78, -0.14)
H (4.02, -1.06, -1.73)
H (2.45, -0.30, -1.65)
H (2.42, -0.63, 0.83)
H (4.01, -1.35, 0.76)
H (3.00, -3.11, -0.84)
H (2.56, -3.21, 0.84)
H (0.77, -1.54, -0.90)
H (0.73, -3.26, -1.20)
H (-0.22, -1.70, 1.19)
H (0.46, -3.28, 1.52)
H (-1.13, -4.37, 0.02)
H (-1.95, -3.44, 1.26)
H (-2.74, -3.30, -1.29)
H (-1.48, -2.10, -1.43)
H (-3.93, -2.04, 0.35)
H (-2.56, -1.03, 0.73)
H (-4.54, -0.84, -1.52)
H (-2.92, -0.36, -1.92)
H (-4.37, 1.56, -1.15)
H (-4.61, 0.76, 0.38)
H (-2.04, 1.40, 1.63)
H (-1.15, 1.66, -2.05)
H (-3.59, 3.79, 0.99)
H (-3.13, 3.96, -0.69)
H (-1.84, 5.28, 1.16)
H (-0.90, 3.95, 1.19)

Its frontier orbital gap is 9.94 eV. As for the SMILES: COCCCCCCCCCCCC[Si@@H](S)CN. As for the charge: 0. The spin multiplicity is 1. Its LUMO energy is 0.63 eV.



7.
Density functional theory data (the ωB97M-V functional and the def2-TZVPD basis) for a structure of composition C34H23BrCl3CrO4S3Sb.

CARTESIAN COORDINATES (ANGSTROEM)
Cr (0.09, 2.50, 0.24)
Cl (-6.98, 2.12, 2.81)
C (-5.25, 2.19, 2.46)
C (-4.76, 1.59, 1.32)
C (-3.41, 1.63, 1.06)
Cl (-2.85, 0.84, -0.39)
C (-2.47, 2.27, 1.93)
O (-1.18, 2.29, 1.78)
C (-3.06, 2.89, 3.06)
Cl (-2.00, 3.74, 4.14)
C (-4.41, 2.85, 3.33)
H (-5.43, 1.08, 0.64)
H (-4.80, 3.34, 4.22)
Br (2.41, 1.98, 1.16)
C (3.26, 1.96, -0.56)
C (4.61, 1.82, -0.62)
C (5.21, 1.72, -1.90)
C (4.44, 1.74, -3.02)
C (3.03, 1.89, -2.95)
C (2.21, 1.89, -4.11)
C (0.87, 2.08, -3.98)
C (0.28, 2.27, -2.71)
C (1.00, 2.23, -1.55)
C (2.41, 2.03, -1.68)
H (5.21, 1.79, 0.28)
H (6.29, 1.62, -1.97)
H (4.90, 1.64, -4.00)
H (2.68, 1.75, -5.08)
H (0.24, 2.11, -4.86)
H (-0.79, 2.46, -2.67)
S (0.04, -0.31, 3.82)
Sb (0.08, -0.71, 1.50)
C (-1.85, -1.62, 1.17)
C (-2.15, -2.42, 0.06)
C (-3.42, -2.95, -0.11)
C (-4.42, -2.69, 0.83)
C (-4.13, -1.90, 1.94)
C (-2.85, -1.37, 2.11)
C (1.08, -2.63, 1.81)
C (0.43, -3.87, 1.70)
C (1.07, -5.06, 2.05)
C (2.38, -5.04, 2.50)
C (3.04, -3.82, 2.63)
C (2.40, -2.64, 2.29)
C (1.00, -1.11, -0.72)
C (0.23, -1.04, -1.88)
C (0.77, -1.41, -3.11)
C (2.10, -1.80, -3.20)
C (2.89, -1.83, -2.05)
C (2.34, -1.49, -0.82)
H (-1.38, -2.62, -0.68)
H (-3.64, -3.57, -0.97)
H (-5.41, -3.09, 0.69)
H (-4.90, -1.69, 2.67)
H (-2.61, -0.76, 2.98)
H (-0.60, -3.91, 1.38)
H (0.53, -6.00, 1.99)
H (2.88, -5.97, 2.77)
H (4.06, -3.80, 3.02)
H (2.91, -1.69, 2.44)
H (-0.80, -0.71, -1.83)
H (0.15, -1.37, -4.00)
H (2.53, -2.08, -4.16)
H (3.94, -2.11, -2.11)
H (2.96, -1.51, 0.07)
O (-1.41, 3.54, -0.59)
S (-0.78, 4.92, -0.76)
O (-1.72, 5.97, -0.47)
O (-0.12, 5.05, -2.05)
S (0.65, 4.78, 0.68)

Its frontier orbital gap (alpha / beta) is 5.56 / 6.19 eV. Its expectation value of S² is 6.105. As for the charge: -2. The spin multiplicity is 5. Its LUMO energy (alpha / beta) is 4.16 / 4.09 eV.



8.
Density functional theory data (the ωB97M-V functional and the def2-TZVPD basis) for a structure of composition C14H15BaCl2N2S.

CARTESIAN COORDINATES (ANGSTROEM)
Ba (-0.69, 0.34, -0.43)
C (-1.29, -2.17, 0.85)
C (-0.42, -1.91, 1.92)
C (-0.97, -0.89, 2.70)
C (-2.18, -0.49, 2.12)
C (-2.38, -1.28, 0.97)
H (-1.16, -2.93, 0.09)
H (0.51, -2.43, 2.11)
H (-0.56, -0.49, 3.61)
H (-2.86, 0.26, 2.49)
H (-3.31, -1.36, 0.41)
Cl (2.73, 0.53, -0.56)
C (2.98, 1.01, 1.15)
Cl (1.55, 0.68, 2.10)
H (3.21, 2.07, 1.15)
H (3.81, 0.41, 1.52)
S (-0.54, 5.25, 1.14)
C (0.66, 5.07, -0.05)
C (0.68, 3.78, -0.49)
N (-0.22, 2.94, 0.12)
C (-0.91, 3.60, 1.01)
H (1.28, 5.88, -0.38)
H (1.34, 3.39, -1.24)
H (-1.67, 3.15, 1.64)
C (0.11, -0.45, -5.82)
C (-0.77, -1.25, -5.12)
C (-0.85, -1.10, -3.74)
N (-0.13, -0.21, -3.06)
C (0.71, 0.56, -3.75)
C (0.87, 0.48, -5.12)
H (0.20, -0.54, -6.90)
H (-1.38, -1.99, -5.61)
H (-1.53, -1.72, -3.17)
H (1.30, 1.27, -3.18)
H (1.57, 1.13, -5.62)

Its frontier orbital gap is 7.49 eV. As for the charge: +1. The spin multiplicity is 1. Its LUMO energy is -2.69 eV.



9.
Density functional theory data (the ωB97M-V functional and the def2-TZVPD basis) for a cluster of 2 separate species, CH8NO in total.

CARTESIAN COORDINATES (ANGSTROEM)
C (-0.55, 0.93, 1.00)
N (0.43, 0.97, -0.16)
H (-1.40, 0.25, 0.62)
H (-0.40, 0.12, 1.84)
H (-0.83, 1.76, 1.58)
H (0.87, 0.02, -0.30)
H (1.21, 1.55, 0.03)
H (-0.19, 1.33, -1.08)
H (0.70, -2.42, -1.85)
H (-0.11, -2.60, -0.50)
O (0.28, -1.93, -1.17)

Its frontier orbital gap is 12.14 eV. As for the charge: +1. The spin multiplicity is 1. Its LUMO energy is -3.93 eV.



10.
Density functional theory data (the ωB97M-V functional and the def2-TZVPD basis) for a cluster of 2 separate species, C2H3Br2N in total.

CARTESIAN COORDINATES (ANGSTROEM)
C (-0.18, -0.53, 0.20)
C (-0.36, 0.69, -0.27)
N (-0.02, -1.69, 0.39)
Br (2.87, 0.66, -0.32)
Br (-2.69, 0.86, -0.28)
H (0.07, 0.79, -1.30)
H (-0.28, 1.38, 0.56)
H (0.59, -2.17, 1.02)

Its frontier orbital gap (alpha / beta) is 4.89 / 6.79 eV. As for the charge: 0. The spin multiplicity is 1. Its LUMO energy (alpha / beta) is -3.38 / -2.63 eV.



11.
Density functional theory data (the ωB97M-V functional and the def2-TZVPD basis) for a structure of composition C41H51N5O3V.

CARTESIAN COORDINATES (ANGSTROEM)
V (0.40, -0.31, -0.44)
C (4.68, 1.37, -2.30)
C (3.48, 0.42, -2.39)
C (3.47, -0.25, -3.77)
C (3.54, -0.58, -1.25)
C (4.39, -1.67, -1.33)
C (4.58, -2.50, -0.24)
C (3.94, -2.26, 0.98)
C (3.06, -1.21, 1.11)
C (2.41, -0.89, 2.44)
C (3.18, 0.26, 3.11)
C (2.33, -2.09, 3.38)
C (2.82, -0.39, -0.03)
N (1.88, 0.64, 0.08)
C (2.13, 2.04, 0.07)
O (3.17, 2.55, 0.31)
C (0.84, 2.70, -0.29)
C (0.56, 4.05, -0.31)
C (-0.74, 4.44, -0.61)
C (-1.71, 3.47, -0.84)
C (-1.33, 2.14, -0.80)
N (-0.08, 1.78, -0.56)
C (-2.20, 0.95, -0.98)
O (-3.34, 0.98, -1.35)
N (-1.45, -0.22, -0.71)
C (-2.08, -1.47, -1.06)
C (-1.46, -2.18, -2.09)
C (-1.95, -3.44, -2.41)
C (-3.05, -3.95, -1.72)
C (-3.65, -3.22, -0.72)
C (-3.17, -1.96, -0.34)
C (-3.86, -1.22, 0.79)
C (-3.94, -2.06, 2.07)
C (-5.28, -0.82, 0.37)
C (-0.34, -1.56, -2.91)
C (-0.84, -0.44, -3.83)
C (0.43, -2.58, -3.75)
H (4.63, 2.11, -3.09)
H (5.61, 0.80, -2.42)
H (4.73, 1.89, -1.34)
H (2.56, 1.01, -2.30)
H (4.46, -0.62, -4.03)
H (3.18, 0.47, -4.53)
H (2.78, -1.10, -3.80)
H (4.94, -1.85, -2.24)
H (5.24, -3.35, -0.33)
H (4.13, -2.92, 1.81)
H (1.39, -0.54, 2.26)
H (4.20, -0.04, 3.31)
H (2.71, 0.52, 4.06)
H (3.21, 1.15, 2.48)
H (3.32, -2.35, 3.76)
H (1.91, -2.98, 2.90)
H (1.72, -1.84, 4.25)
H (1.34, 4.76, -0.09)
H (-1.00, 5.49, -0.64)
H (-2.74, 3.73, -1.06)
H (-1.51, -4.04, -3.19)
H (-3.43, -4.93, -1.98)
H (-4.50, -3.63, -0.20)
H (-3.29, -0.32, 1.01)
H (-4.55, -2.95, 1.93)
H (-4.40, -1.47, 2.86)
H (-2.96, -2.38, 2.43)
H (-5.90, -1.71, 0.21)
H (-5.29, -0.24, -0.56)
H (-5.75, -0.23, 1.15)
H (0.50, -1.08, -2.27)
H (-1.48, -0.88, -4.59)
H (0.00, 0.05, -4.33)
H (-1.42, 0.31, -3.30)
H (-0.24, -3.03, -4.48)
H (0.86, -3.39, -3.15)
H (1.22, -2.10, -4.31)
C (-0.22, -8.31, -0.20)
C (0.12, -7.13, -1.09)
N (1.52, -6.71, -1.00)
C (2.53, -7.62, -1.57)
C (3.37, -8.29, -0.50)
C (1.95, -5.51, -0.59)
O (3.09, -5.10, -0.74)
C (0.99, -4.56, 0.09)
C (0.13, -4.89, 1.14)
C (-0.60, -3.89, 1.76)
C (-0.47, -2.59, 1.32)
N (0.36, -2.27, 0.32)
C (1.09, -3.23, -0.26)
H (-1.27, -8.58, -0.31)
H (-0.02, -8.10, 0.85)
H (0.37, -9.19, -0.48)
H (-0.53, -6.27, -0.86)
H (-0.08, -7.38, -2.13)
H (3.16, -7.04, -2.24)
H (1.99, -8.35, -2.16)
H (3.92, -7.55, 0.08)
H (4.10, -8.95, -0.97)
H (2.76, -8.88, 0.18)
H (0.05, -5.91, 1.48)
H (-1.27, -4.11, 2.59)
H (-1.05, -1.78, 1.75)
H (1.80, -2.93, -1.02)

Its frontier orbital gap (alpha / beta) is 6.23 / 6.93 eV. Its expectation value of S² is 0.836. As for the charge: +2. The spin multiplicity is 2. Its LUMO energy (alpha / beta) is -7.86 / -7.16 eV.



12.
Density functional theory data (the ωB97M-V functional and the def2-TZVPD basis) for the molecule C5H8N2.

CARTESIAN COORDINATES (ANGSTROEM)
C (-0.90, -1.66, -1.36)
C (-0.26, -0.95, -0.20)
C (1.07, -1.04, 0.30)
N (1.38, -0.04, 1.09)
N (0.26, 0.73, 1.17)
C (0.52, 2.12, 0.85)
C (-0.75, 0.15, 0.43)
H (-0.68, -1.08, -2.27)
H (-1.99, -1.71, -1.26)
H (-0.50, -2.66, -1.51)
H (1.81, -1.82, 0.11)
H (0.84, 2.15, -0.20)
H (1.32, 2.52, 1.48)
H (-0.40, 2.71, 0.96)
H (-1.72, 0.60, 0.41)

Its frontier orbital gap is 9.99 eV. As for the SMILES: Cc1cnn(C)c1. As for the charge: 0. The spin multiplicity is 1. Its LUMO energy is 0.98 eV.



| no. | M (g mol⁻¹) | calculated total energy (eV) |
| --- | --- | --- |
| 1 | 112.9 | -29091.2624 |
| 2 | 165.2 | -14560.2900 |
| 3 | 296.3 | -26907.5736 |
| 4 | 1213.0 | -591469.9780 |
| 5 | 116.2 | -19244.9999 |
| 6 | 291.6 | -37304.3132 |
| 7 | 951.8 | -218897.5641 |
| 8 | 451.6 | -54310.6894 |
| 9 | 50.1 | -4696.5077 |
| 10 | 200.9 | -143694.3287 |
| 11 | 712.8 | -82614.1159 |
| 12 | 96.1 | -8293.8302 |